C59H47BrCl5GeN2O3P2SSc | wB97M-V/def2-TZVPD

Computed properties:
total charge = -2
Kohn-Sham gap = 5.36 eV
total energy = -310357.5385 eV
spin multiplicity = 1

Structure (XYZ):
```
122
Properties=species:S:1:pos:R:3:mulliken_charge:R:1
Sc -1.124 0.460 -1.422 -3.77
C 4.577 3.237 4.697 -0.48
S 5.636 2.541 3.401 -0.17
C 4.655 2.963 1.922 -0.96
C 3.320 2.249 1.788 1.99
C 2.482 2.904 0.675 -1.73
N 1.365 2.086 0.259 0.49
P -1.204 0.858 1.259 1.76
C -0.159 0.841 2.762 0.52
C 0.828 -0.121 2.939 -0.07
C 1.666 -0.090 4.045 -0.33
C 1.550 0.936 4.972 -0.65
C 0.615 1.946 4.766 -0.90
C -0.224 1.906 3.664 -0.72
C -2.863 1.188 2.053 0.22
C -3.888 1.536 1.167 -0.21
C -5.170 1.809 1.610 -0.83
C -5.471 1.716 2.964 -0.63
C -4.483 1.318 3.849 -0.73
C -3.192 1.056 3.402 -0.30
P 1.459 1.132 -1.024 2.00
C 3.091 0.224 -0.944 -0.18
C 3.089 -1.030 -0.335 0.37
C 4.269 -1.708 -0.071 0.05
C 5.486 -1.131 -0.407 -0.77
C 5.508 0.128 -0.993 -0.76
C 4.322 0.798 -1.262 -0.29
C 1.976 2.159 -2.503 -0.07
C 1.711 3.524 -2.475 -0.43
C 1.988 4.334 -3.568 -0.84
C 2.542 3.782 -4.713 -0.64
C 2.808 2.419 -4.758 -0.86
C 2.532 1.617 -3.662 0.09
H 4.962 2.880 5.650 0.34
H 3.560 2.885 4.553 -0.11
H 4.611 4.326 4.668 0.26
H 5.307 2.697 1.088 0.33
H 4.524 4.049 1.932 0.35
H 2.743 2.282 2.714 -0.79
H 3.483 1.197 1.548 -0.28
H 3.163 3.171 -0.154 0.35
H 2.085 3.850 1.076 0.43
H 0.944 -0.895 2.195 -0.27
H 2.418 -0.860 4.173 0.47
H 2.198 0.969 5.840 0.33
H 0.546 2.772 5.466 0.31
H -0.942 2.700 3.496 0.51
H -3.656 1.581 0.113 0.22
H -5.935 2.109 0.902 0.41
H -6.469 1.940 3.323 0.33
H -4.719 1.216 4.904 0.39
H -2.436 0.750 4.114 0.44
H 2.131 -1.464 -0.067 -0.63
H 4.242 -2.688 0.392 0.23
H 6.414 -1.649 -0.194 0.36
H 6.458 0.584 -1.248 0.41
H 4.357 1.773 -1.730 0.48
H 1.289 3.947 -1.569 0.32
H 1.768 5.395 -3.529 0.38
H 2.750 4.405 -5.576 0.34
H 3.233 1.980 -5.655 0.40
H 2.750 0.554 -3.700 0.47
Br -1.164 4.229 0.556 0.06
C -1.741 3.838 -1.210 0.01
C -1.828 4.928 -2.057 -0.76
C -2.416 4.747 -3.296 -0.43
C -2.925 3.500 -3.599 -1.28
C -2.736 2.454 -2.717 0.81
N -2.110 2.599 -1.523 1.16
C -3.230 1.062 -3.118 0.49
O -3.948 0.988 -4.105 -0.82
O -2.831 0.101 -2.378 -0.13
H -1.455 5.887 -1.732 0.50
H -2.483 5.565 -4.001 0.42
H -3.446 3.294 -4.521 0.64
Cl -0.016 -2.163 -8.214 -0.25
C -0.167 -1.192 -6.794 0.36
C -0.060 -1.764 -5.528 0.14
Cl 0.197 -3.459 -5.364 -0.22
C -0.171 -0.974 -4.402 0.14
Cl -0.044 -1.637 -2.816 0.08
C -0.429 0.419 -4.450 -1.31
O -0.543 1.109 -3.379 0.25
C -0.524 0.967 -5.759 0.28
Cl -0.805 2.654 -5.898 -0.19
C -0.405 0.178 -6.892 0.45
Cl -0.560 0.899 -8.450 -0.25
C -1.532 -0.637 0.418 0.45
Ge -1.291 -2.422 1.028 2.50
C -1.523 -3.607 -0.556 0.66
C -0.835 -4.799 -0.773 -0.25
C -1.145 -5.625 -1.847 -0.63
C -2.171 -5.279 -2.713 -0.69
C -2.882 -4.104 -2.499 -0.46
C -2.556 -3.279 -1.435 -0.38
C 0.183 -3.246 2.108 -0.47
C 1.414 -3.612 1.566 0.79
C 2.431 -4.119 2.365 -1.10
C 2.231 -4.277 3.728 -0.76
C 1.012 -3.913 4.286 -0.80
C 0.007 -3.396 3.483 -0.40
C -2.896 -3.171 1.996 -0.19
C -4.035 -2.407 2.230 -0.28
C -5.212 -2.995 2.678 -0.71
C -5.266 -4.364 2.899 -0.41
C -4.134 -5.140 2.684 -0.84
C -2.964 -4.544 2.238 -0.40
H -0.043 -5.088 -0.090 0.29
H -0.590 -6.544 -2.003 0.38
H -2.411 -5.915 -3.557 0.32
H -3.692 -3.834 -3.166 0.41
H -3.096 -2.349 -1.282 0.14
H 1.583 -3.500 0.500 0.65
H 3.384 -4.388 1.922 0.38
H 3.020 -4.679 4.353 0.36
H 0.847 -4.028 5.351 0.37
H -0.941 -3.104 3.923 0.36
H -3.992 -1.337 2.045 0.15
H -6.094 -2.386 2.841 0.41
H -6.188 -4.827 3.234 0.33
H -4.172 -6.211 2.850 0.37
H -2.083 -5.153 2.059 0.34
```